11
Properties=species:S:1:pos:R:3 method="wB97M-V/def2-TZVPD" e_homo_ev=-9.05 total_energy_ev=-5723.85554 homo_lumo_gap_ev=9.9 max_force_ev_per_a=2.14 multiplicity=1 e_above_lowest_kcal_mol=31.96 smiles=CNCO
C -1.035 1.111 -0.135
N -0.646 -0.354 -0.154
C 0.679 -0.911 -0.249
O 1.579 0.021 0.419
H -0.496 1.645 -0.890
H -2.126 1.003 -0.220
H -0.896 1.544 0.853
H -0.932 -0.582 0.797
H 0.805 -1.116 -1.317
H 0.695 -1.903 0.212
H 2.374 -0.458 0.685

---

239
Properties=species:S:1:pos:R:3 method="wB97M-V/def2-TZVPD" e_homo_ev=-8.41 total_energy_ev=-128927.20492 homo_lumo_gap_ev=8.5 max_force_ev_per_a=3.97 multiplicity=1
C -1.996 6.849 -3.752
C -1.472 5.677 -2.923
C 0.103 5.826 -2.585
C 0.364 6.814 -1.439
C -0.486 6.562 -0.196
C -1.953 6.533 -0.554
N -2.128 5.510 -1.648
O -3.526 5.421 -2.002
C -2.720 5.956 0.616
C -2.568 7.913 -0.915
C -1.609 4.374 -3.703
H -2.006 7.846 -3.273
H -3.042 6.763 -4.063
H -1.486 7.003 -4.771
H 0.472 4.843 -2.232
H 0.533 6.186 -3.579
H 0.178 7.821 -1.753
H 1.440 6.779 -1.201
H -0.316 7.296 0.613
H -0.335 5.522 0.209
H -2.619 6.448 1.618
H -3.794 5.963 0.400
H -2.408 4.867 0.770
H -1.891 8.591 -1.316
H -3.501 7.942 -1.467
H -2.764 8.308 0.120
H -2.651 4.187 -4.025
H -1.325 3.668 -2.966
H -1.051 4.371 -4.585
H -3.829 4.592 -1.627
C 3.568 -1.820 7.207
C 3.753 -2.476 5.882
C 3.974 -4.007 6.044
C 2.784 -4.963 6.256
C 1.677 -4.619 5.314
C 1.436 -3.078 5.121
N 2.672 -2.367 4.899
O 2.458 -0.985 4.551
C 0.611 -2.842 3.877
C 0.630 -2.580 6.279
C 5.088 -1.967 5.201
H 2.886 -2.326 7.930
H 3.134 -0.820 7.065
H 4.559 -1.850 7.665
H 4.418 -4.490 5.161
H 4.752 -4.190 6.843
H 2.415 -4.912 7.276
H 3.132 -5.955 6.195
H 0.732 -4.953 5.636
H 1.948 -5.061 4.347
H 0.259 -1.850 3.737
H 1.187 -3.003 2.974
H -0.231 -3.515 3.779
H 0.902 -3.045 7.207
H 0.830 -1.523 6.484
H -0.427 -2.812 6.187
H 5.510 -2.612 4.403
H 5.884 -1.851 5.969
H 4.755 -0.977 4.908
H 2.004 -0.526 5.240
C -1.346 1.904 1.422
C 0.161 1.973 1.143
C 0.849 0.694 1.744
C 0.502 -0.503 0.862
C 0.973 -0.158 -0.522
C 0.299 1.047 -1.261
N 0.576 2.163 -0.286
O 0.079 3.395 -0.762
C 1.045 1.350 -2.533
C -1.176 0.878 -1.526
C 0.612 3.264 1.887
H -1.594 1.929 2.516
H -1.766 0.916 1.285
H -1.961 2.565 0.809
H 1.877 0.886 1.584
H 0.603 0.561 2.870
H -0.562 -0.777 0.940
H 1.062 -1.418 1.090
H 0.934 -1.049 -1.235
H 2.076 0.061 -0.507
H 1.744 2.180 -2.503
H 1.601 0.491 -2.855
H 0.440 1.624 -3.390
H -1.767 0.474 -0.746
H -1.717 1.807 -1.853
H -1.247 0.089 -2.313
H 1.632 3.595 1.782
H 0.523 3.021 2.926
H -0.065 3.994 1.602
H -0.869 3.565 -0.774
C -4.406 -2.651 -1.105
C -4.705 -3.449 -2.428
C -6.076 -4.172 -2.229
C -6.675 -4.672 -3.503
C -6.858 -3.468 -4.498
C -5.490 -2.749 -4.814
N -4.966 -2.407 -3.468
O -3.793 -1.613 -3.532
C -4.568 -3.435 -5.815
C -5.946 -1.471 -5.445
C -3.648 -4.529 -2.808
H -4.430 -3.321 -0.216
H -5.211 -1.940 -0.947
H -3.442 -2.156 -1.155
H -5.974 -4.928 -1.379
H -6.788 -3.429 -1.838
H -7.672 -5.159 -3.294
H -6.099 -5.468 -3.991
H -7.555 -2.849 -3.957
H -7.303 -3.758 -5.469
H -3.578 -3.007 -5.736
H -4.536 -4.556 -5.604
H -4.993 -3.244 -6.810
H -6.522 -0.912 -4.690
H -5.140 -0.894 -5.925
H -6.624 -1.753 -6.263
H -2.796 -3.972 -3.142
H -4.037 -5.168 -3.659
H -3.395 -5.227 -1.978
H -3.018 -2.146 -3.972
C 1.431 -6.760 -2.689
C -0.052 -6.664 -2.054
C -0.182 -7.643 -0.910
C 0.390 -7.161 0.469
C -0.102 -5.804 0.708
C 0.228 -4.775 -0.431
N -0.435 -5.295 -1.677
O -0.094 -4.500 -2.776
C -0.602 -3.540 -0.069
C 1.753 -4.481 -0.536
C -0.997 -7.144 -3.168
H 2.204 -6.612 -2.018
H 1.695 -5.995 -3.425
H 1.427 -7.703 -3.182
H -1.253 -7.790 -0.763
H 0.273 -8.627 -1.255
H 1.503 -7.212 0.564
H 0.128 -7.972 1.185
H 0.337 -5.359 1.566
H -1.208 -5.760 0.745
H -1.656 -3.570 -0.360
H -0.670 -3.192 0.977
H -0.217 -2.611 -0.492
H 2.360 -5.361 -0.176
H 2.059 -4.233 -1.562
H 2.025 -3.771 0.247
H -0.772 -6.471 -3.961
H -2.058 -6.904 -2.809
H -0.842 -8.236 -3.453
H -0.886 -3.932 -3.009
C -0.293 -1.692 -4.384
O -1.269 -2.506 -4.378
N 0.914 -2.068 -3.873
N -0.513 -0.404 -4.739
H 0.964 -3.003 -3.506
H 1.718 -1.574 -4.189
H 0.114 0.352 -4.698
H -1.495 -0.238 -4.869
C -2.862 1.947 6.262
O -3.771 2.751 6.354
N -1.665 2.112 6.949
N -2.827 0.937 5.417
H -1.647 2.545 7.845
H -1.011 1.333 6.874
H -3.426 0.920 4.574
H -1.971 0.477 5.175
C -4.553 1.762 -1.286
O -4.633 3.023 -1.251
N -4.201 1.002 -0.192
N -4.676 1.057 -2.414
H -4.433 1.333 0.767
H -4.272 -0.033 -0.337
H -4.259 0.138 -2.606
H -4.765 1.572 -3.311
C 1.754 1.849 5.765
O 1.303 0.790 6.226
N 1.072 3.080 5.830
N 2.959 1.953 5.179
H 0.041 3.078 6.043
H 1.489 3.917 5.462
H 3.198 2.855 4.731
H 3.619 1.253 5.416
C 4.399 -0.221 -3.738
O 3.593 -0.514 -4.654
N 4.917 -1.112 -2.840
N 4.873 1.034 -3.647
H 5.402 -0.818 -2.013
H 4.230 -1.865 -2.787
H 4.368 1.656 -4.304
H 5.101 1.495 -2.737
C -4.835 3.199 2.624
O -4.452 2.056 2.493
N -5.009 3.801 3.862
N -5.152 3.964 1.541
H -5.093 4.801 3.868
H -4.654 3.335 4.674
H -5.705 4.847 1.469
H -4.867 3.612 0.605
C 3.568 5.683 3.605
O 3.233 4.557 4.012
N 3.869 6.774 4.308
N 3.814 5.824 2.217
H 3.852 7.610 3.779
H 3.734 6.781 5.305
H 3.179 5.313 1.577
H 4.032 6.789 1.976
C 2.803 2.429 -6.518
O 3.332 2.507 -5.385
N 2.155 3.505 -7.158
N 2.679 1.245 -7.238
H 1.278 3.276 -7.605
H 1.857 4.288 -6.491
H 2.406 1.285 -8.254
H 3.103 0.430 -6.893
C 4.007 3.424 -1.248
O 5.084 2.819 -1.210
N 3.053 3.566 -0.256
N 3.637 4.098 -2.447
H 3.297 2.893 0.501
H 2.077 3.557 -0.539
H 4.053 3.593 -3.246
H 2.706 4.403 -2.676
C 4.845 0.564 2.092
C 5.169 -0.733 1.362
C 3.917 -1.616 1.171
O 4.278 -2.738 0.367
C 4.952 -3.646 1.101
N 5.821 -0.327 0.118
H 4.364 0.271 3.049
H 4.217 1.145 1.497
H 5.806 1.060 2.235
H 5.938 -1.297 1.937
H 3.098 -1.173 0.607
H 3.626 -1.959 2.147
H 4.384 -3.918 2.010
H 5.968 -3.376 1.487
H 5.107 -4.576 0.566
H 6.707 0.055 0.351
H 5.295 0.433 -0.278